Entry 1:
# C4H5NO3

One molecule with the formula C4H5NO3 in a non-equilibrium geometry (ωB97M-V/def2-TZVPD, OMol25).

The geometry in XYZ format:
```
13
Properties=species:S:1:pos:R:3:lowdin_charge:R:1
C -1.9476 -0.6710 -0.3123 0.0948
C -0.7817 -0.2732 0.1881 -0.3856
O -0.4229 -0.0505 1.4475 0.0357
C 0.8915 0.5303 1.4451 -0.0208
C 1.3276 0.5244 -0.0434 -0.3904
O 2.3752 0.8856 -0.4922 0.1281
N 0.3332 -0.1987 -0.6745 -0.0409
O 0.1710 0.0951 -2.0117 0.0603
H -2.7021 -0.7526 0.4352 0.0596
H -2.1271 -0.7865 -1.3402 0.0458
H 1.5944 -0.0913 1.9768 0.1305
H 0.9632 1.5329 1.8783 0.1398
H 0.3252 -0.7445 -2.4967 0.1431
```

Values from the calculation:
**Kohn-Sham gap**: 9.415 eV
**Net charge**: 0
**SMILES string**: C=C1OCC(=O)N1O
**Energy above the lowest of the compared OMol25 structures with the same formula, charge and spin**: 67.85 kcal per mole
**LUMO level**: 0.0216 Eh
**Energy**: -435.81238 Ha

Entry 2:
# C48H108F2NO4P3S2

C48H108F2NO4P3S2 as an isolated structure in a non-equilibrium geometry (ωB97M-V/def2-TZVPD, OMol25).

The geometry in XYZ format:
```
168
Properties=species:S:1:pos:R:3:lowdin_charge:R:1
C -16.1980 -15.2149 -14.4506 -0.0868
C -17.6391 -15.7242 -14.6545 -0.2383
C -18.6955 -14.6368 -14.6058 -0.2493
C -18.9356 -14.0227 -13.2607 -0.2578
P -20.4263 -12.9613 -13.0372 1.0364
C -21.8271 -14.0777 -13.4389 -0.2506
C -22.0879 -14.3832 -14.9319 -0.2490
C -22.2709 -15.8931 -15.1757 -0.2968
C -22.2175 -16.2814 -16.5895 -0.1232
C -20.5823 -12.6230 -11.2902 -0.2813
C -19.9738 -11.3489 -10.7294 -0.2543
C -20.4985 -11.0363 -9.3196 -0.2068
C -20.0464 -12.1369 -8.2895 -0.0776
C -20.4422 -11.4485 -14.0700 -0.2684
C -21.6783 -10.5667 -13.9230 -0.2394
C -21.6202 -9.2068 -14.7194 -0.2308
C -20.6167 -8.3220 -14.0314 -0.1229
H -16.1265 -14.6022 -13.5545 0.0502
H -15.7643 -14.5501 -15.2305 0.0916
H -15.5499 -16.0793 -14.3261 0.0645
H -17.8472 -16.4069 -13.8443 0.0979
H -17.6302 -16.2847 -15.5648 0.1046
H -19.6342 -15.0084 -15.0136 0.0789
H -18.3068 -13.8823 -15.3150 0.1300
H -18.0400 -13.5082 -12.9172 0.0926
H -19.1479 -14.7958 -12.4900 0.0833
H -22.6742 -13.5767 -12.8892 0.1094
H -21.6340 -14.9744 -12.8319 0.1028
H -21.2996 -14.0035 -15.5963 0.0933
H -22.9117 -13.7534 -15.2342 0.1089
H -23.2144 -16.1889 -14.6850 0.1269
H -21.4608 -16.3670 -14.5903 0.1071
H -23.0811 -15.8851 -17.1538 0.0918
H -22.2734 -17.4083 -16.6933 0.1018
H -21.2916 -16.0003 -17.0899 0.0750
H -20.2122 -13.5237 -10.8209 0.0798
H -21.6507 -12.4293 -11.1903 0.1023
H -20.1783 -10.5692 -11.4740 0.0946
H -18.8951 -11.5420 -10.6438 0.0818
H -21.6114 -10.9565 -9.3103 0.1193
H -20.0221 -10.0504 -9.1469 0.1069
H -20.2518 -13.1244 -8.6165 0.0450
H -20.5406 -12.0141 -7.3126 0.0777
H -18.9595 -12.1223 -8.1360 0.0508
H -20.2928 -11.8294 -15.0582 0.0836
H -19.4805 -10.9512 -13.8502 0.1033
H -21.9089 -10.3800 -12.8619 0.1046
H -22.5277 -11.1159 -14.4190 0.1208
H -22.6212 -8.8072 -14.6669 0.1058
H -21.3514 -9.4603 -15.7696 0.1248
H -20.8295 -8.1716 -13.0013 0.0589
H -20.6190 -7.2903 -14.4418 0.0888
H -19.5635 -8.6473 -14.0997 0.0775
C -10.1162 -13.4941 -8.2115 -0.1205
C -10.2052 -12.7125 -6.9313 -0.2844
C -11.5326 -11.9427 -6.7830 -0.2031
C -12.7538 -12.9698 -6.6487 -0.2292
P -14.3902 -12.2505 -6.1600 1.0455
C -14.3828 -11.0589 -4.7756 -0.2478
C -13.6384 -11.4512 -3.4748 -0.2558
C -14.1178 -10.7826 -2.2294 -0.2667
C -15.5227 -11.2090 -1.8301 -0.0891
C -15.2119 -11.4235 -7.5668 -0.2695
C -14.8200 -10.0809 -8.0658 -0.2575
C -15.4624 -9.7465 -9.3530 -0.2769
C -16.9590 -9.6275 -9.2550 -0.0973
C -15.3451 -13.7219 -5.7252 -0.2569
C -16.8321 -13.3989 -5.3912 -0.2430
C -17.6203 -14.6158 -5.0006 -0.2512
C -18.9222 -14.1525 -4.2848 -0.0805
H -10.0915 -12.7936 -9.0957 0.1016
H -10.8832 -14.2792 -8.2963 0.0679
H -9.1612 -14.0210 -8.3108 0.0758
H -9.2978 -12.0978 -6.8432 0.1132
H -10.0710 -13.3737 -6.0224 0.1239
H -11.7411 -11.2503 -7.6253 0.1104
H -11.4700 -11.3743 -5.8471 0.0914
H -12.6191 -13.7426 -5.8840 0.0947
H -12.9601 -13.3121 -7.6638 0.0606
H -15.4441 -10.9504 -4.5222 0.0780
H -14.0749 -10.0776 -5.0981 0.0973
H -12.5549 -11.2962 -3.6505 0.1157
H -13.7420 -12.5368 -3.3810 0.1034
H -14.0476 -9.7151 -2.4101 0.1148
H -13.3997 -11.0249 -1.4460 0.1196
H -16.2180 -11.2713 -2.6936 0.0588
H -15.8713 -10.4826 -1.0873 0.0854
H -15.5017 -12.2230 -1.4208 0.0809
H -16.2310 -11.4273 -7.1666 0.0836
H -15.2361 -12.1336 -8.4042 0.0784
H -13.7140 -10.0793 -8.2312 0.1219
H -15.0132 -9.2694 -7.3390 0.1282
H -15.1809 -10.3547 -10.2272 0.1284
H -15.1177 -8.7852 -9.7002 0.1116
H -17.2361 -8.9432 -8.4400 0.1019
H -17.3923 -10.5812 -9.2044 0.0177
H -17.2969 -9.2897 -10.2280 0.0821
H -14.9058 -14.1864 -4.8493 0.0938
H -15.2579 -14.4443 -6.5495 0.0761
H -17.2586 -12.8799 -6.2869 0.1064
H -16.8086 -12.6573 -4.6173 0.0830
H -17.1288 -15.3849 -4.3763 0.1186
H -17.9332 -15.1775 -5.8701 0.0740
H -19.6238 -14.9653 -4.1575 0.0645
H -19.3872 -13.4803 -5.0058 0.0669
H -18.8050 -13.6484 -3.3326 0.0749
C -20.4161 -16.9298 -7.0323 -0.1037
C -19.4876 -18.0411 -6.6018 -0.2564
C -18.2991 -18.3045 -7.5429 -0.2630
C -17.5666 -19.6351 -7.4502 -0.2629
P -15.9981 -19.7194 -8.3509 1.0523
C -15.4041 -21.5143 -8.3369 -0.2379
C -13.9802 -21.5716 -7.9930 -0.3035
C -13.3349 -22.9480 -8.0107 -0.2664
C -11.8375 -22.9249 -8.2870 -0.1032
C -16.2392 -19.1755 -10.0790 -0.2515
C -15.0045 -19.2108 -10.9988 -0.2259
C -15.4284 -18.7910 -12.4175 -0.2702
C -16.3625 -19.7685 -13.1470 -0.0951
C -14.7720 -18.6781 -7.6388 -0.3093
C -14.8389 -18.4317 -6.1638 -0.2360
C -13.7831 -17.4310 -5.7334 -0.2903
C -12.4135 -17.8970 -5.8625 -0.1133
H -19.9778 -15.9206 -7.0472 0.0649
H -21.2577 -16.8918 -6.3272 0.0848
H -20.8016 -17.0817 -8.0428 0.0758
H -19.9988 -19.0039 -6.5097 0.1167
H -19.1336 -17.7665 -5.6132 0.1016
H -17.5904 -17.4922 -7.5260 0.0819
H -18.8016 -18.1656 -8.5202 0.1197
H -18.2948 -20.4008 -7.7910 0.1238
H -17.2799 -19.8348 -6.4197 0.0981
H -15.7280 -21.9377 -9.2901 0.1051
H -15.9639 -22.1116 -7.6142 0.1079
H -13.7398 -21.1100 -7.0584 0.1054
H -13.4375 -21.0353 -8.7952 0.1159
H -13.7879 -23.5725 -8.8089 0.1181
H -13.4675 -23.5141 -7.0539 0.1270
H -11.6498 -22.5220 -9.2556 0.0631
H -11.3475 -23.8994 -8.1391 0.0905
H -11.4496 -22.2011 -7.5723 0.0735
H -16.5441 -18.1517 -10.1137 0.0757
H -17.0494 -19.8621 -10.4215 0.1043
H -14.5788 -20.2213 -11.0590 0.1153
H -14.2404 -18.5062 -10.7936 0.0904
H -14.4797 -18.6685 -12.9873 0.1257
H -15.8560 -17.7981 -12.3416 0.0801
H -17.1887 -20.0431 -12.4332 0.0664
H -15.8058 -20.7221 -13.3283 0.0860
H -16.7749 -19.4367 -14.1315 0.0821
H -14.9369 -17.6909 -8.1575 0.1064
H -13.7600 -18.8784 -7.9877 0.0949
H -14.7976 -19.3041 -5.5445 0.1153
H -15.8374 -17.9344 -6.0205 0.1170
H -13.9565 -17.1830 -4.6663 0.1267
H -13.9098 -16.4990 -6.3236 0.0967
H -11.6491 -17.1486 -5.6575 0.0858
H -12.2071 -18.1379 -6.9193 0.0798
H -12.1811 -18.8123 -5.3458 0.0852
N -15.9462 -15.3935 -10.5432 -0.2719
S -14.5107 -14.8553 -10.0650 0.5694
O -14.2461 -13.4133 -9.9150 -0.2873
O -13.5138 -15.6513 -10.7567 -0.2775
F -14.3702 -15.4699 -8.5885 -0.2107
S -17.1311 -14.5858 -10.0941 0.4641
O -18.3240 -15.2409 -10.5076 -0.3023
O -17.3177 -13.1863 -10.2224 -0.2656
F -17.1223 -14.8816 -8.3945 -0.2512
```

Values from the calculation:
**Kohn-Sham gap**: 11.684 eV
**Net charge**: +2
**Energy above the lowest of the compared OMol25 structures with the same formula, charge and spin**: 24.56 kcal per mole
**LUMO level**: -0.1153 Eh
**Energy**: -4269.11449 Ha

Entry 3:
# C6H12N2

A 2-piece molecular cluster, C6H12N2 overall (ωB97M-V/def2-TZVPD, OMol25).

The geometry in XYZ format:
```
20
Properties=species:S:1:pos:R:3:lowdin_charge:R:1
C -2.2458 -1.0308 -1.1439 -0.0030
C -1.9723 -1.3105 -2.4121 -0.2607
N -0.7166 -1.7195 -2.8849 -0.0156
C 0.2412 -0.9062 -2.8535 -0.0532
H -1.5334 -1.1068 -0.3331 0.0420
H -3.2721 -0.8097 -0.8805 0.0482
H -2.7538 -1.3063 -3.1609 0.0990
H 1.2277 -1.2215 -3.1897 0.0685
H 0.1547 0.1266 -2.5029 0.0723
C 2.0048 0.8628 3.6974 -0.0016
C 1.1910 1.5135 2.8868 -0.1961
C 1.2259 1.4042 1.3935 -0.3027
N 0.0567 0.6646 0.8776 -0.0080
H 1.9456 0.9729 4.7715 0.0504
H 2.7700 0.2010 3.3104 0.0576
H 0.4194 2.1619 3.2962 0.0961
H 1.3150 2.4103 0.9643 0.1043
H 2.1101 0.8437 1.0867 0.1054
H 0.1581 0.6127 -0.1325 0.0300
H -0.7902 1.2150 1.0028 0.0671
```

Values from the calculation:
**Kohn-Sham gap**: 10.116 eV
**Net charge**: 0
**SMILES string**: C=CN=C.C=CCN
**Energy above the lowest of the compared OMol25 structures with the same formula, charge and spin**: 57.88 kcal per mole
**LUMO level**: 0.0332 Eh
**Energy**: -345.23562 Ha

Entry 4:
# C16H20As2F3NO4S2Y

C16H20As2F3NO4S2Y as an isolated structure (ωB97M-V/def2-TZVPD, OMol25).

The geometry in XYZ format:
```
49
Properties=species:S:1:pos:R:3:mulliken_spin:R:1
Y 0.2177 -0.0995 -0.4069 0.0288
O -1.6794 -1.0379 -0.3133 -0.0268
N -2.8550 -0.5129 -0.7574 0.2394
C -3.9315 -1.3812 -0.9099 0.3174
C -5.0681 -0.9238 -1.5176 -0.1446
C -5.1545 0.3965 -1.9694 0.4012
C -4.0469 1.2623 -1.7551 -0.0615
C -2.9055 0.8108 -1.1599 0.1696
S -1.5012 1.8287 -0.8723 0.0195
H -3.7847 -2.3693 -0.5022 0.0206
H -5.8981 -1.6088 -1.6288 -0.0084
H -6.0449 0.7631 -2.4575 0.0458
H -4.0838 2.2998 -2.0535 -0.0071
C 1.4521 -2.8727 2.7149 0.0005
As 0.0127 -2.2893 1.5311 0.0025
C -1.5171 -2.2455 2.7263 -0.0026
C -0.3201 -3.9462 0.5492 0.0007
C -0.5928 -5.0856 1.3048 0.0006
C -0.8462 -6.3074 0.7061 0.0005
C -0.8249 -6.4066 -0.6770 -0.0008
C -0.5462 -5.2831 -1.4362 -0.0026
C -0.2925 -4.0460 -0.8452 0.0048
As 0.1144 -2.5516 -2.0446 0.0007
C -1.3483 -2.6861 -3.3179 0.0084
C 1.6128 -3.3112 -3.0363 0.0038
H 1.1932 -3.7660 3.2812 -0.0001
H 1.6871 -2.0661 3.4088 0.0000
H 2.3291 -3.0754 2.1016 -0.0001
H -1.6695 -3.2063 3.2138 -0.0010
H -2.3874 -1.9865 2.1266 0.0036
H -1.3576 -1.4790 3.4836 0.0011
H -0.6097 -5.0234 2.3866 0.0000
H -1.0584 -7.1750 1.3167 0.0002
H -1.0224 -7.3531 -1.1627 -0.0001
H -0.5272 -5.3762 -2.5156 0.0003
H -1.4346 -3.6886 -3.7329 0.0019
H -1.1686 -1.9781 -4.1262 -0.0001
H -2.2725 -2.4180 -2.8065 -0.0143
H 1.4049 -4.3081 -3.4220 -0.0003
H 2.4660 -3.3492 -2.3604 -0.0003
H 1.8545 -2.6496 -3.8679 0.0002
F 3.3325 2.1491 -2.5447 0.0000
C 2.9220 0.9269 -2.2880 0.0000
F 3.4714 0.0820 -3.1430 -0.0002
F 1.5621 0.8827 -2.4831 -0.0038
S 3.1516 0.4136 -0.5324 0.0024
O 4.5098 0.5949 -0.1717 0.0000
O 2.5966 -0.9460 -0.5926 -0.0010
O 2.1232 1.2497 0.1104 0.0012
```

Values from the calculation:
**Kohn-Sham gap (alpha / beta)**: 4.175 / 7.482 eV
**Net charge**: 0
**Energy above the lowest of the compared OMol25 structures with the same formula, charge and spin**: 14.13 kcal per mole
**2S+1**: 2
**LUMO level (alpha / beta)**: -0.0081 / -0.0081 Eh
**Energy**: -6583.28706 Ha

Entry 5:
# CH3IOS2

CH3IOS2 as an isolated structure in a non-equilibrium geometry (ωB97M-V/def2-TZVPD, OMol25).

The geometry in XYZ format:
```
8
Properties=species:S:1:pos:R:3:lowdin_charge:R:1
C -0.5744 -0.0184 0.4892 -0.8856
O 2.2949 0.7522 0.4315 -0.5301
S -0.1926 3.0915 0.1726 0.2061
S 0.4616 1.3401 -0.1337 0.3275
I -2.5989 0.3168 -0.0522 0.7945
H -0.2079 -0.9307 0.0216 0.0274
H -0.4660 -0.0684 1.5674 0.0309
H 0.4193 1.0280 -1.4751 0.0295
```

Values from the calculation:
**Kohn-Sham gap (alpha / beta)**: 8.851 / 8.849 eV
**Net charge**: 0
**Energy above the lowest of the compared OMol25 structures with the same formula, charge and spin**: 100.85 kcal per mole
**LUMO level (alpha / beta)**: -0.0311 / -0.0312 Eh
**Energy**: -1209.03236 Ha

Entry 6:
# C18H21N5O4

One molecule with the formula C18H21N5O4 in a non-equilibrium geometry (ωB97M-V/def2-TZVPD, OMol25).

The geometry in XYZ format:
```
48
Properties=species:S:1:pos:R:3:lowdin_charge:R:1
C -0.7253 -1.6741 5.9830 -0.0587
C -0.3751 -1.4583 4.5186 -0.2529
O -0.8709 -0.1871 4.1498 -0.0774
C -0.6258 0.2984 2.8979 -0.1843
C 0.0157 -0.4399 1.9076 -0.0075
C 0.2181 0.0688 0.6401 -0.0302
C -0.2222 1.3510 0.3354 -0.1787
C -0.0314 1.9102 -0.9819 -0.2870
N -0.4104 3.1531 -1.3499 0.0884
N -0.0879 3.2949 -2.5823 0.0700
N 0.4757 2.1804 -2.9735 -0.1897
C 0.9575 1.9585 -4.2974 -0.0197
C 0.2675 0.7808 -5.0209 -0.4823
O 0.0285 0.8289 -6.2054 0.0669
N 0.0050 -0.2631 -4.2227 0.0809
C -0.5733 -1.4971 -4.7225 -0.0806
C 0.4323 -2.6008 -4.7268 -0.2642
C 1.3438 -2.9878 -5.6646 -0.0185
C 2.0616 -4.0685 -5.0967 -0.0630
C 1.5359 -4.2535 -3.8565 -0.1261
O 0.5526 -3.3695 -3.6206 0.0445
N 0.5382 1.2783 -2.0091 0.1541
C -0.8473 2.1072 1.3209 0.0631
C -1.0552 1.6114 2.6000 -0.1875
O -1.7274 2.4550 3.4311 -0.0324
C -1.5506 2.4124 4.8367 -0.2342
C -0.1146 2.7054 5.2565 -0.0566
H -1.8028 -1.6315 6.1173 0.0797
H -0.3641 -2.6451 6.3094 0.0768
H -0.2685 -0.8998 6.5936 0.0771
H 0.7143 -1.4955 4.3798 0.1285
H -0.8378 -2.2393 3.8999 0.1273
H 0.3531 -1.4415 2.1212 0.1043
H 0.7138 -0.5252 -0.1112 0.1074
H 0.7894 2.8718 -4.8703 0.1347
H 2.0307 1.7388 -4.2673 0.1397
H 0.2657 -0.2129 -3.2424 0.1084
H -1.4231 -1.7755 -4.0927 0.1336
H -0.9097 -1.2971 -5.7424 0.1303
H 1.4791 -2.5572 -6.6352 0.1132
H 2.8539 -4.6261 -5.5518 0.0994
H 1.7630 -4.9541 -3.0777 0.1172
H -1.1867 3.1049 1.0945 0.1254
H -1.8806 1.4537 5.2462 0.1091
H -2.2155 3.2015 5.1995 0.1240
H -0.0582 2.7791 6.3392 0.0770
H 0.5502 1.9119 4.9242 0.0692
H 0.2184 3.6439 4.8192 0.0811
```

Values from the calculation:
**Kohn-Sham gap**: 8.844 eV
**Net charge**: 0
**SMILES string**: CCOc1ccc(-c2nnn(CC(=O)NCc3ccco3)n2)cc1OCC
**Energy above the lowest of the compared OMol25 structures with the same formula, charge and spin**: 79.40 kcal per mole
**LUMO level**: 0.0218 Eh
**Energy**: -1273.20413 Ha

Entry 7:
# H3OPS

A 2-piece molecular cluster, H3OPS overall (ωB97M-V/def2-TZVPD, OMol25).

The geometry in XYZ format:
```
6
Properties=species:S:1:pos:R:3:lowdin_charge:R:1
O 0.9357 1.5324 -2.1680 -0.6524
P -0.5727 -1.2850 1.2864 0.5531
S -0.0148 0.5362 -1.6043 0.6946
H -0.0545 -0.1564 1.9364 -0.2457
H 0.6369 -1.9568 1.4576 -0.2495
H -0.9306 1.3295 -0.9081 -0.0999
```

Values from the calculation:
**Kohn-Sham gap (alpha / beta)**: 7.915 / 7.965 eV
**Net charge**: 0
**Energy above the lowest of the compared OMol25 structures with the same formula, charge and spin**: 82.09 kcal per mole
**LUMO level (alpha / beta)**: -0.0560 / -0.0457 Eh
**Energy**: -816.45153 Ha

Entry 8:
# C4H5NO

One molecule with the formula C4H5NO in a non-equilibrium geometry (ωB97M-V/def2-TZVPD, OMol25).

The geometry in XYZ format:
```
11
Properties=species:S:1:pos:R:3:lowdin_charge:R:1
N 0.0432 1.7984 -0.7809 0.1026
C -0.0180 0.5625 -0.2420 -0.4429
C 0.1488 -0.6738 -0.7782 -0.0595
C -0.0858 -1.5451 0.2648 -0.0906
C -0.3028 -0.8065 1.4426 -0.1171
O -0.2908 0.4822 1.0773 0.0324
H 0.0048 1.9601 -1.7703 0.0854
H 0.4741 2.6219 -0.1171 0.1847
H 0.4227 -0.7886 -1.8248 0.1141
H -0.0678 -2.5873 0.2211 0.0772
H -0.3284 -1.0238 2.5073 0.1137
```

Values from the calculation:
**Kohn-Sham gap**: 8.350 eV
**Net charge**: 0
**SMILES string**: Nc1ccco1
**Energy above the lowest of the compared OMol25 structures with the same formula, charge and spin**: 29.44 kcal per mole
**LUMO level**: 0.0356 Eh
**Energy**: -285.36767 Ha